C4H32HgO13V | wB97M-V/def2-TZVPD

Summary:
Spin multiplicity: 5
LUMO level (spin up / spin down): -4.977 / -5.369 eV
Total charge: +1
Gap between HOMO and LUMO (spin up / spin down): 5.93 / 5.72 eV

CARTESIAN COORDINATES (ANGSTROEM)
Hg1 16.0762 5.7139 -19.6604
V1 14.1615 3.4165 -17.4853
C1 17.5624 4.2972 -23.6449
C2 17.9480 4.5975 -22.2233
O1 17.2707 5.7653 -21.7010
H1 18.2393 3.5064 -23.9682
H2 17.7767 5.0549 -24.3987
H3 16.5378 3.9528 -23.7854
H4 19.0266 4.6945 -22.1000
H5 17.7866 3.7280 -21.5861
C3 14.2848 2.8294 -21.7461
C4 14.7490 2.3930 -20.3996
O2 15.0974 3.4701 -19.6038
H6 13.9568 1.9994 -22.3719
H7 15.0618 3.3051 -22.3445
H8 13.4576 3.5360 -21.8128
H9 15.4088 1.5320 -20.2918
H10 13.8658 1.9714 -19.9196
O3 11.6615 2.6333 -23.7504
H11 11.0221 3.3452 -23.7281
H12 11.8782 2.4765 -22.8313
O4 13.3901 1.3664 -17.3430
H13 12.5829 1.0043 -17.7085
H14 14.0420 0.6774 -17.4718
O5 14.0831 3.2910 -26.0599
H15 13.6496 4.1265 -25.8858
H16 14.0545 2.8269 -25.2232
O6 15.2718 -0.3809 -18.2487
H17 14.8307 -0.7236 -19.0260
H18 16.1180 -0.0699 -18.5704
O7 13.9045 -1.2813 -20.5279
H19 13.1900 -1.8686 -20.7746
H20 14.3230 -1.0509 -21.3574
O8 17.2624 0.9961 -23.1371
H21 17.6885 0.6277 -22.3631
H22 17.1307 1.9194 -22.9219
O9 18.0012 -0.1662 -20.6604
H23 18.0300 0.4518 -19.9300
H24 18.8113 -0.6698 -20.5808
O10 14.6728 0.3717 -25.0807
H25 14.9742 -0.0339 -24.2677
H26 13.7756 0.0560 -25.1881
O11 17.6325 1.8148 -18.7774
H27 16.9820 2.3999 -19.1657
H28 17.3430 1.7010 -17.8722
O12 11.2708 0.5396 -21.3002
H29 10.8755 -0.3131 -21.1189
H30 11.9279 0.6504 -20.6131
O13 12.2802 3.7910 -18.3864
H31 11.9565 4.6388 -18.6907
H32 11.5365 3.1979 -18.4927

Forces on atoms 1 to 6 (eV/Å):
0.32 0.42 -0.05
0.51 -0.32 -3.24
0.44 -0.52 -0.71
-0.32 1.21 0.73
0.42 -1.11 -0.18
-0.12 -0.43 -0.02

---

C65H66F4N8O4RbSb | wB97M-V/def2-TZVPD

Summary:
LUMO level: 3.074 eV
Total charge: -2
Energy relative to the best compared isomer or geometry (same formula, charge and spin): 14.0 kJ/mol
Gap between HOMO and LUMO: 4.88 eV

CARTESIAN COORDINATES (ANGSTROEM)
Rb1 0.2095 -0.8031 -0.7358
C1 -3.9932 -2.9741 -3.1441
C2 -3.0791 -2.4426 -2.2372
N1 -2.8759 -1.1365 -2.1355
C3 -3.5596 -0.3689 -2.9862
C4 -4.4700 -0.9052 -3.8855
N2 -4.7068 -2.2128 -3.9632
C5 -3.2708 1.0880 -2.9294
C6 -4.2732 2.0458 -2.9824
C7 -3.9153 3.3838 -2.8529
C8 -2.5702 3.7008 -2.7132
C9 -1.6281 2.6730 -2.7010
N3 -1.9877 1.3971 -2.7951
C10 -0.1661 2.9085 -2.5344
C11 0.4142 4.1665 -2.5176
N4 1.7159 4.3522 -2.2873
C12 2.4251 3.2646 -2.0283
C13 1.8594 1.9894 -2.1048
N5 0.5861 1.8159 -2.3862
C14 -4.9572 4.4304 -2.8176
C15 -4.8306 5.6180 -3.5316
C16 -5.8477 6.5551 -3.4650
N6 -6.9581 6.3990 -2.7464
C17 -7.0673 5.2642 -2.0562
C18 -6.1122 4.2621 -2.0581
H1 -4.1428 -4.0459 -3.2024
H2 -2.5001 -3.0835 -1.5896
H3 -5.0155 -0.2614 -4.5679
H4 -5.3136 1.7621 -3.0814
H5 -2.2852 4.7350 -2.5720
H6 -0.1652 5.0656 -2.6955
H7 3.4652 3.3850 -1.7533
H8 2.4544 1.1075 -1.9131
H9 -3.9536 5.7932 -4.1414
H10 -5.7714 7.4826 -4.0228
H11 -7.9699 5.1542 -1.4648
H12 -6.2427 3.3683 -1.4604
C19 -0.3915 -0.3532 -5.2030
N7 -0.4251 -1.6172 -4.5055
C20 -1.1549 -2.6117 -5.2574
C21 0.9270 -2.0612 -4.1922
C22 1.0175 -3.4027 -3.4775
N8 0.2173 -3.3952 -2.2772
C23 0.2916 -4.4134 -1.4482
C24 -0.4345 -4.3399 -0.2138
F1 -1.1507 -3.1940 0.0192
C25 -0.4602 -5.3133 0.7428
F2 -1.2007 -5.1127 1.8572
C26 0.2489 -6.4999 0.6082
C27 0.9766 -6.6162 -0.5641
F3 1.6968 -7.7489 -0.7638
C28 1.0070 -5.6533 -1.5449
F4 1.7543 -5.9274 -2.6535
H13 0.1372 -0.4255 -6.1749
H14 0.1089 0.3914 -4.5835
H15 -1.4095 -0.0037 -5.3942
H16 -1.2803 -3.5102 -4.6539
H17 -0.6435 -2.8889 -6.2008
H18 -2.1430 -2.2231 -5.5150
H19 1.4090 -1.2967 -3.5754
H20 1.5213 -2.1290 -5.1281
H21 2.0848 -3.5558 -3.2648
H22 0.7362 -4.2033 -4.1791
H23 0.2666 -7.2542 1.3779
C29 4.7128 -0.2862 -1.6139
C30 4.9064 0.5684 -0.3737
C31 6.0291 1.5902 -0.5313
O1 3.6930 1.2366 -0.0724
C32 3.4536 1.0598 1.3217
C33 4.0558 -0.3331 1.5952
O2 5.2158 -0.2426 0.7435
C34 3.2505 -1.6381 1.3118
O3 2.5821 -1.6254 0.1527
C35 4.2524 -2.8490 1.3246
C36 5.4999 -2.8823 1.9428
C37 6.2881 -4.0287 1.9041
C38 5.8382 -5.1686 1.2553
C39 4.5923 -5.1469 0.6362
C40 3.8186 -3.9979 0.6661
C41 2.3730 -1.9195 2.5731
C42 2.9112 -2.0547 3.8545
C43 2.1188 -2.4089 4.9368
C44 0.7644 -2.6566 4.7622
C45 0.2147 -2.5244 3.4951
C46 1.0149 -2.1484 2.4246
C47 2.0179 1.5088 1.7239
O4 0.9962 0.8175 1.2266
C48 1.8764 3.0293 1.3419
C49 2.9020 3.9728 1.2906
C50 2.6400 5.3068 0.9944
C51 1.3438 5.7318 0.7521
C52 0.3136 4.7997 0.7851
C53 0.5828 3.4683 1.0595
C54 2.0101 1.5254 3.2979
C55 0.9498 0.8873 3.9260
C56 0.8398 0.8630 5.3082
C57 1.8003 1.4806 6.0975
C58 2.8650 2.1270 5.4840
C59 2.9640 2.1533 4.0986
H24 4.4815 0.3415 -2.4798
H25 3.8991 -0.9863 -1.4030
H26 5.6310 -0.8406 -1.8170
H27 5.8460 2.2173 -1.4065
H28 6.9841 1.0764 -0.6520
H29 6.0780 2.2193 0.3591
H30 4.1401 1.7327 1.8573
H31 4.4362 -0.3441 2.6190
H32 5.8886 -2.0027 2.4408
H33 7.2633 -4.0244 2.3809
H34 6.4524 -6.0620 1.2262
H35 4.2227 -6.0280 0.1226
H36 2.8567 -3.9487 0.1692
H37 3.9721 -1.9097 4.0210
H38 2.5667 -2.4975 5.9208
H39 0.1473 -2.9501 5.6044
H40 -0.8405 -2.7187 3.3333
H41 0.5888 -1.9996 1.4478
H42 3.9301 3.6759 1.4590
H43 3.4597 6.0157 0.9443
H44 1.1418 6.7712 0.5195
H45 -0.7064 5.1124 0.5819
H46 -0.1859 2.7025 1.0597
H47 0.2389 0.4005 3.2713
H48 0.0104 0.3400 5.7717
H49 1.7245 1.4556 7.1789
H50 3.6217 2.6189 6.0861
H51 3.7929 2.6889 3.6514
C60 -5.8886 0.7365 1.1324
C61 -4.6111 1.4380 0.6817
Sb1 -2.6811 0.5570 1.2236
C62 -2.5764 1.3067 3.2596
C63 -3.8723 1.7194 3.9484
C64 -3.3612 -1.4557 1.6702
C65 -4.0368 -1.7223 3.0111
H52 -6.7849 1.2146 0.7201
H53 -5.9854 0.7454 2.2183
H54 -5.9023 -0.3075 0.8124
H55 -4.5860 2.4687 1.0497
H56 -4.5796 1.5031 -0.4079
H57 -1.8788 2.1459 3.2171
H58 -2.0585 0.5321 3.8308
H59 -4.4041 2.4826 3.3751
H60 -3.6777 2.1358 4.9416
H61 -4.5487 0.8729 4.0735
H62 -2.4696 -2.0770 1.5795
H63 -4.0094 -1.7454 0.8379
H64 -3.4158 -1.3826 3.8425
H65 -4.2065 -2.7937 3.1533
H66 -5.0024 -1.2204 3.0911

Forces on atoms 1 to 6 (eV/Å):
0.05 0.22 -0.42
-0.01 0.01 0.01
-0.02 -0.02 0.03
-0.06 -0.15 -0.17
0.04 -0.01 0.11
-0.05 0.05 -0.02

---

C6H12N2O3 | wB97M-V/def2-TZVPD

Summary:
LUMO level (spin up / spin down): -0.681 / -1.390 eV
Energy relative to the best compared isomer or geometry (same formula, charge and spin): 733.9 kJ/mol
Gap between HOMO and LUMO (spin up / spin down): 8.27 / 7.85 eV

CARTESIAN COORDINATES (ANGSTROEM)
C1 -1.2034 1.0751 0.9284
C2 0.7059 0.6180 1.5735
C3 -0.6133 0.8566 2.3387
C4 -0.5401 -0.0054 -2.4385
C5 1.8378 -0.5799 -1.5609
C6 0.3690 -0.5551 -1.4087
N1 0.1080 1.1041 0.3812
N2 -0.1834 -1.3116 -0.4261
O1 0.5690 -1.8546 0.4134
O2 -1.4277 -1.3631 -0.3140
O3 -1.1272 -0.1295 3.1607
H1 -1.7816 0.1846 0.5815
H2 -1.8000 1.9584 0.6997
H3 1.6248 1.1297 1.8550
H4 0.9403 -0.4750 1.5089
H5 -0.5858 1.7784 2.9216
H6 -0.0228 0.6986 -3.0805
H7 -0.9346 -0.8242 -3.0457
H8 -1.3983 0.4748 -1.9723
H9 2.1492 -1.5588 -1.9345
H10 2.1649 0.1869 -2.2539
H11 2.3268 -0.4470 -0.5973
H12 -1.1775 -0.9610 2.6697

Forces on atoms 1 to 6 (eV/Å):
-0.59 -0.13 0.31
0.17 -0.35 0.57
0.11 0.46 -0.02
-0.20 -0.04 0.06
0.13 -0.10 0.18
0.08 1.42 0.27

---

C17H20BCl2IrN6 | wB97M-V/def2-TZVPD

Summary:
Spin multiplicity: 2
LUMO level (spin up / spin down): -13.118 / -14.261 eV
Total charge: +3
Energy relative to the best compared isomer or geometry (same formula, charge and spin): 228.0 kJ/mol
Gap between HOMO and LUMO (spin up / spin down): 5.45 / 4.23 eV

CARTESIAN COORDINATES (ANGSTROEM)
Ir1 0.3930 0.3779 -0.2695
C1 -0.1128 3.1666 3.2460
C2 0.4344 2.8846 1.9883
N1 0.0265 1.6916 1.5837
N2 -0.7860 1.1746 2.5491
C3 -0.8861 2.0351 3.5516
B1 -1.4910 -0.1907 2.4087
N3 -0.4085 -1.2785 2.2347
C4 -0.2180 -2.3513 2.9902
C5 0.8733 -3.0707 2.4786
C6 1.2956 -2.3272 1.3750
N4 0.5211 -1.2577 1.2408
N5 -2.3405 -0.1122 1.1223
C7 -3.6576 -0.2283 1.0082
C8 -4.0075 -0.0193 -0.3352
C9 -2.7970 0.2292 -0.9785
N6 -1.8066 0.1728 -0.0928
H1 0.0322 4.0476 3.8403
H2 1.0761 3.5125 1.4055
H3 -1.4775 1.8412 4.4265
H4 -2.1589 -0.4176 3.3453
H5 -0.8244 -2.5747 3.8466
H6 1.2861 -3.9871 2.8518
H7 2.1075 -2.5455 0.7106
H8 -4.2968 -0.4402 1.8428
H9 -4.9896 -0.0432 -0.7667
H10 -2.6281 0.4544 -2.0164
C10 1.6583 -0.1878 -3.9140
C11 1.8611 0.3909 -2.5805
C12 2.6680 -0.2635 -1.6152
C13 3.1493 0.4184 -0.5002
C14 2.7812 1.7542 -0.2821
C15 1.8592 2.3729 -1.1496
C16 1.3800 1.6885 -2.2710
H11 0.6083 -0.4522 -4.1046
H12 2.2717 -1.0689 -4.0702
H13 1.8913 0.5614 -4.6740
H14 3.0264 -1.2594 -1.8303
H15 3.8803 -0.0467 0.1459
H16 3.2691 2.3198 0.4988
H17 1.6087 3.4186 -1.0240
H18 0.7789 2.2177 -3.0014
Cl1 -1.5415 -1.3631 -4.2332
C17 -1.2280 -2.6538 -3.0558
Cl2 -0.1946 -2.1202 -1.7259
H19 -0.7076 -3.4748 -3.5560
H20 -2.1789 -2.9963 -2.6443

Forces on atoms 1 to 6 (eV/Å):
-0.93 -0.48 4.78
-0.14 -0.94 -0.63
0.13 1.14 0.84
-0.28 -2.40 -1.67
0.07 -0.77 -0.56
0.87 1.36 -0.20

---

Number 1: E_tot -61137.2741 eV. Number 2: E_tot -106650.0308 eV. Number 3: E_tot -15532.8936 eV. Number 4: E_tot -55423.5607 eV.